1.
Here is a cluster of 2 separate species, C2H11NSi2 in total from OMol25. Energies are from wB97M-V/def2-TZVPD.

Values from the calculation:
E_LUMO ... 0.22 eV
Relative energy (zero: lowest compared OMol25 entry of this formula, charge and spin) ... 253.7 kJ/mol
Multiplicity ... 1
Frontier orbital gap ... 8.649 eV

XYZ file:
```
16
Properties=species:S:1:pos:R:3:forces:R:3:lowdin_charge:R:1
C 2.129967 -0.534658 0.213212 0.382 -0.803 2.148 -0.174
C 0.667108 1.267712 -0.213134 1.183 -1.085 0.101 -0.170
N 0.754820 -0.121879 0.285835 0.233 1.525 -0.747 -0.483
Si -2.514214 0.206296 0.168637 -1.235 -1.135 -1.018 0.466
Si -0.602151 -1.037831 -0.047783 1.149 -3.519 -1.882 0.365
H 2.712401 0.215843 0.798170 -0.064 -0.353 -0.639 0.085
H 2.238568 -1.454531 0.831348 0.075 0.258 -0.802 0.085
H 2.558816 -0.658800 -0.782649 -0.191 -0.012 -0.141 0.081
H -0.326138 1.624751 -0.050988 -0.189 0.890 0.555 -0.011
H 1.499408 1.676449 0.383707 -0.785 1.258 -0.607 0.084
H 0.833063 1.356428 -1.313089 0.275 -0.127 0.588 0.096
H -2.065373 1.059263 -0.924415 -0.475 0.791 -0.161 -0.113
H -3.720817 -0.578102 -0.321307 0.669 0.227 0.101 -0.099
H -3.014346 0.808023 1.396471 0.418 0.380 0.400 -0.115
H -0.377584 -2.399579 0.633061 -0.413 0.840 -0.330 -0.075
H -0.125814 -1.659767 -2.100645 -1.030 0.864 2.434 -0.022
```
Forces are in eV/Å.

2.
Here is a cluster of 2 separate species, C18H18F2N in total from OMol25. Energies are from wB97M-V/def2-TZVPD.

Values from the calculation:
E_LUMO ... -6.10 eV
Relative energy (zero: lowest compared OMol25 entry of this formula, charge and spin) ... 0.0 kJ/mol
Charge ... +1
Multiplicity ... 1
Frontier orbital gap ... 6.285 eV

XYZ file:
```
39
Properties=species:S:1:pos:R:3:forces:R:3:lowdin_charge:R:1
C -2.039038 -0.400837 3.358736 -0.200 -0.345 0.268 -0.027
C -1.236548 0.811503 3.077519 0.596 0.942 -0.671 -0.358
N -0.440389 0.927467 2.083271 -1.118 -2.018 0.116 0.056
C 0.163850 2.202958 2.065697 1.060 1.552 -0.299 -0.251
C -0.598160 3.109560 3.048742 -0.034 0.144 -0.032 -0.156
C -1.297643 2.064286 3.917844 -0.358 0.211 0.428 -0.130
H -2.702158 -0.241998 4.211602 0.067 -0.065 -0.100 0.084
H -2.651076 -0.664701 2.495287 0.009 0.005 0.000 0.072
H -1.392410 -1.250572 3.581279 -0.011 -0.013 0.008 0.085
H 1.211099 2.092233 2.379000 -0.019 0.067 -0.123 0.113
H 0.176395 2.596087 1.040776 0.069 -0.005 0.195 0.107
H 0.054961 3.782376 3.616236 -0.106 -0.248 -0.128 0.111
H -1.320594 3.748592 2.526163 0.074 -0.245 0.056 0.110
H -2.328239 2.330303 4.172959 0.136 -0.071 0.078 0.119
H -0.753247 1.905176 4.855175 -0.133 -0.082 0.034 0.125
F 4.447772 -1.018163 -3.760917 -0.543 -0.059 1.010 0.092
C 3.833169 -1.078318 -2.553891 -0.373 0.042 -0.365 -0.218
C 4.588870 -1.176396 -1.397164 0.429 0.013 -0.301 0.059
C 3.972252 -1.233430 -0.164549 0.096 -0.017 0.158 -0.026
C 2.605693 -1.190098 -0.081156 -0.573 0.018 0.188 0.013
C 1.794967 -1.089866 -1.233613 0.307 -0.021 0.001 -0.165
C 0.393938 -1.035860 -1.020580 0.104 0.114 -0.367 0.154
C -0.731516 -0.919095 -1.875593 -0.275 0.012 -0.143 -0.163
C -1.996814 -0.867514 -1.249596 0.415 -0.044 0.431 0.014
C -3.152798 -0.742046 -1.973451 -0.155 0.008 0.090 -0.025
C -3.097643 -0.657878 -3.349211 -0.227 0.060 -0.471 0.060
C -1.878573 -0.705103 -4.005353 0.502 -0.014 -0.138 -0.218
F -1.833506 -0.617119 -5.357620 -0.015 -0.091 1.146 0.092
C -0.714097 -0.837213 -3.281746 0.155 0.024 -0.721 0.090
C 2.458720 -1.037854 -2.474947 0.214 0.037 -0.710 0.090
H 5.659592 -1.202826 -1.479565 0.319 -0.016 -0.023 0.137
H 4.564265 -1.308145 0.732826 0.088 -0.008 0.060 0.126
H 2.128755 -1.225585 0.881819 -0.144 0.013 0.261 0.124
H 0.126729 -1.061587 0.023641 -0.099 0.038 0.365 0.110
H -2.041440 -0.917333 -0.176682 0.015 0.009 0.304 0.112
H -4.103358 -0.703325 -1.467201 -0.108 0.007 0.008 0.126
H -3.994032 -0.549846 -3.930992 -0.273 0.020 -0.176 0.137
H 0.199149 -0.875996 -3.837161 0.168 0.002 -0.191 0.108
H 1.923107 -0.961836 -3.397587 -0.056 0.023 -0.248 0.108
```
Forces are in eV/Å.

3.
Here is a cluster of 2 separate species, C3H10NO3 in total from OMol25. Energies are from wB97M-V/def2-TZVPD.

Values from the calculation:
E_LUMO ... -3.75 eV
Relative energy (zero: lowest compared OMol25 entry of this formula, charge and spin) ... 108.6 kJ/mol
Charge ... +1
Multiplicity ... 1
Frontier orbital gap ... 10.576 eV

XYZ file:
```
17
Properties=species:S:1:pos:R:3:forces:R:3:lowdin_charge:R:1
O 0.755458 1.702355 -1.549548 0.441 0.174 0.020 0.161
C -0.120667 1.402104 -0.792624 -0.430 -0.027 -0.485 -0.498
O -1.428501 1.459149 -1.057695 0.365 0.435 0.529 0.158
C 0.143716 0.886336 0.592896 -0.706 -1.001 0.851 -0.220
C -0.512622 -0.484504 0.881951 0.545 -0.055 -0.753 0.008
N 1.629401 0.820738 0.805058 -0.077 -0.061 -0.453 0.241
H -1.563585 2.119662 -1.755987 -0.100 -0.288 -0.323 0.158
H -0.246812 1.582243 1.328814 0.015 0.332 -0.096 0.169
H -1.314717 -0.670029 0.183445 -0.329 0.131 -0.110 0.095
H 0.196141 -1.296848 0.679592 -0.036 0.077 0.232 0.093
H -0.920476 -0.540627 1.878414 0.112 -0.054 0.325 0.095
H 2.095867 0.534997 -0.061231 -0.077 0.109 -0.280 0.176
H 1.870150 0.123229 1.509248 0.017 0.263 0.285 0.178
H 1.988456 1.747394 1.030898 0.261 -0.056 0.202 0.184
H -1.064860 -5.019241 0.920349 0.275 0.211 -0.200 0.050
H -0.233429 -3.821894 1.374111 -0.036 -0.259 -0.067 0.018
O -0.417306 -4.369989 0.600978 -0.241 0.069 0.321 -0.067
```
Forces are in eV/Å.

4.
Here is a structure of composition C2H4LiO2Yb from OMol25. Energies are from wB97M-V/def2-TZVPD.

Values from the calculation:
E_LUMO (alpha / beta) ... -9.95 / -11.42 eV
Relative energy (zero: lowest compared OMol25 entry of this formula, charge and spin) ... 63.5 kJ/mol
Charge ... +2
Multiplicity ... 2
Frontier orbital gap (alpha / beta) ... 8.307 / 6.605 eV

XYZ file:
```
10
Properties=species:S:1:pos:R:3:forces:R:3:mulliken_spin:R:1
O -1.104154 -0.156307 2.886341 3.045 3.854 -2.841 0.137
C 0.723938 -0.705624 -0.937169 0.875 -0.670 -0.853 0.000
C 0.217262 0.524762 -1.545672 -0.888 -0.513 -1.034 0.000
O 0.803218 0.595339 -0.232657 -0.066 0.247 2.078 0.002
Li -2.536326 -0.616270 3.683861 -0.370 -0.376 0.341 0.000
Yb 0.064471 1.257789 1.850165 -2.186 -3.679 1.591 0.861
H 0.211238 -1.524640 -0.432653 -0.714 0.698 -0.104 0.000
H 1.655739 -1.090831 -1.354398 0.205 0.563 0.429 0.000
H -0.860139 0.677339 -1.625733 0.242 0.142 0.242 0.000
H 0.824753 1.038442 -2.292086 -0.141 -0.266 0.152 0.000
```
Forces are in eV/Å.